--- 1 ---
The following is a DFT calculation (ωB97M-V with the def2-TZVPD basis set) of a 7-piece molecular cluster, C25H53N8O7S overall.

```
94
Properties=species:S:1:pos:R:3:mulliken_charge:R:1
C -0.098 -0.362 1.581 -0.983
C -1.637 -0.381 1.935 -0.093
C -1.859 -1.576 2.978 -1.269
C -3.390 -1.944 2.849 -0.182
C -3.449 -3.112 1.810 -0.153
S -5.237 -3.634 1.493 -0.147
C -6.271 -2.183 1.603 0.253
N -6.700 -1.453 0.588 -0.252
N -7.487 -0.441 1.051 -0.477
C -7.484 -0.566 2.358 0.006
O -6.750 -1.622 2.761 -0.243
H 0.426 0.147 2.423 0.246
H 0.239 -1.424 1.596 0.352
H 0.116 0.082 0.586 0.225
H -2.237 -0.585 1.016 0.120
H -1.945 0.558 2.459 0.214
H -1.642 -1.143 3.987 -0.065
H -3.857 -2.222 3.822 0.452
H -3.923 -1.063 2.387 0.052
H -3.053 -2.779 0.826 0.282
H -2.918 -4.006 2.191 0.258
H -7.994 0.019 3.132 0.397
C 2.921 2.274 -0.827 -1.130
C 3.252 0.845 -0.478 0.533
O 2.511 -0.083 -0.763 -0.647
N 4.424 0.605 0.177 -0.121
C 5.431 1.559 0.600 -0.684
H 1.965 2.305 -1.341 0.354
H 2.844 2.875 0.079 0.364
H 3.682 2.688 -1.489 0.390
H 4.577 -0.371 0.377 0.226
H 6.373 1.295 0.127 0.200
H 5.547 1.485 1.683 0.198
H 5.164 2.578 0.334 0.346
C -6.002 -7.336 2.737 -1.272
C -4.499 -7.210 2.769 0.740
O -3.884 -6.551 1.950 -0.631
N -3.827 -7.865 3.760 -0.157
C -4.369 -8.690 4.818 -0.837
H -6.391 -6.762 1.900 0.214
H -6.289 -8.382 2.605 0.460
H -6.434 -6.940 3.656 0.361
H -2.827 -7.735 3.718 0.246
H -4.082 -8.260 5.780 0.275
H -3.939 -9.692 4.738 0.276
H -5.452 -8.759 4.764 0.326
C -11.426 -5.574 1.812 -1.390
C -9.987 -5.118 1.834 0.924
O -9.178 -5.560 2.636 -0.631
N -9.603 -4.186 0.926 -0.048
C -10.402 -3.544 -0.098 -0.927
H -11.576 -6.315 2.594 0.286
H -12.093 -4.731 2.001 0.375
H -11.663 -6.031 0.850 0.369
H -8.628 -3.930 1.001 0.086
H -9.957 -3.755 -1.072 0.286
H -10.382 -2.465 0.070 0.296
H -11.431 -3.891 -0.089 0.370
C 1.265 6.950 -0.728 -1.356
C 2.252 6.082 -1.469 0.803
O 2.105 4.873 -1.565 -0.595
N 3.327 6.687 -2.039 -0.069
C 3.673 8.092 -2.037 -0.872
H 0.467 6.324 -0.333 0.293
H 1.756 7.453 0.106 0.376
H 0.826 7.685 -1.405 0.365
H 3.944 6.047 -2.517 0.189
H 3.729 8.432 -3.071 0.222
H 4.654 8.208 -1.573 0.278
H 2.946 8.692 -1.498 0.376
C 3.973 6.484 -6.559 -1.260
C 5.080 7.012 -5.683 0.725
O 5.039 6.926 -4.465 -0.592
N 6.146 7.598 -6.289 -0.176
C 6.378 7.794 -7.707 -0.848
H 3.199 6.049 -5.931 0.278
H 3.531 7.296 -7.141 0.352
H 4.355 5.709 -7.225 0.370
H 6.845 7.926 -5.640 0.240
H 7.305 7.289 -7.983 0.284
H 6.488 8.863 -7.899 0.282
H 5.563 7.403 -8.309 0.326
C 10.280 -0.545 1.370 -1.345
C 9.052 -0.377 0.511 0.760
O 8.052 0.195 0.914 -0.559
N 9.084 -0.889 -0.749 -0.149
C 10.166 -1.595 -1.405 -0.846
H 10.101 -0.087 2.340 0.277
H 10.495 -1.604 1.521 0.375
H 11.136 -0.051 0.907 0.360
H 8.228 -0.740 -1.263 0.222
H 10.448 -1.045 -2.305 0.279
H 9.812 -2.586 -1.695 0.288
H 11.033 -1.698 -0.761 0.326
```

gap between HOMO and LUMO = 2.61 eV
E_LUMO = 1.6 eV
molar mass = 609.8 g mol⁻¹
net charge = -1
HOMO energy = -1.040 eV

***

--- 2 ---
The following is a DFT calculation (ωB97M-V with the def2-TZVPD basis set) of a 7-piece molecular cluster, C25H53N8O7S overall.

```
94
Properties=species:S:1:pos:R:3:mulliken_charge:R:1
C -4.476 2.937 3.468 -0.473
C -4.980 1.526 3.347 -1.095
C -4.069 0.483 2.589 -0.245
C -4.612 0.244 1.188 -0.810
C -3.776 -0.625 0.235 -0.393
S -1.995 -0.548 0.595 -0.061
C -1.356 -0.763 -1.007 0.318
N -0.225 -0.346 -1.489 -0.472
N -0.162 -0.833 -2.789 -0.216
C -1.254 -1.489 -2.994 -0.090
O -2.069 -1.487 -1.909 -0.305
H -4.250 3.367 2.485 0.022
H -3.609 3.006 4.133 0.030
H -5.929 1.556 2.794 0.305
H -5.232 1.109 4.326 0.298
H -4.069 -0.457 3.155 0.140
H -3.072 0.910 2.570 0.343
H -4.772 1.217 0.727 0.170
H -5.577 -0.245 1.301 0.248
H -4.111 -1.658 0.247 0.318
H -3.897 -0.271 -0.784 0.412
H -1.573 -1.976 -3.897 0.542
C 3.053 2.300 1.609 0.089
O 3.744 3.031 2.300 -0.620
N 2.163 1.414 2.076 0.254
C 1.395 0.558 1.188 -0.780
C 1.962 1.304 3.514 -1.080
H 3.116 2.305 0.507 0.251
H 0.326 0.729 1.322 0.198
H 1.614 -0.490 1.410 0.290
H 1.653 0.761 0.154 0.290
H 1.631 2.257 3.922 0.328
H 2.900 1.032 4.002 0.298
H 1.212 0.551 3.722 0.402
C -1.381 -1.080 -6.919 -0.139
O -2.069 -1.493 -5.993 -0.640
N -0.635 0.027 -6.909 0.458
C 0.167 0.418 -8.051 -1.017
C -0.604 0.869 -5.719 -0.754
H -1.324 -1.625 -7.877 0.431
H 1.219 0.457 -7.765 0.302
H -0.145 1.400 -8.413 0.348
H 0.044 -0.307 -8.853 0.330
H -0.227 0.312 -4.867 0.053
H -1.609 1.226 -5.487 0.318
H 0.050 1.715 -5.905 0.348
C 2.478 -1.014 -5.009 0.615
O 2.466 -0.189 -5.910 -0.667
N 3.562 -1.733 -4.662 0.073
C 3.519 -2.689 -3.575 -0.880
C 4.800 -1.530 -5.391 -0.964
H 1.593 -1.229 -4.395 -0.007
H 4.233 -2.416 -2.795 0.341
H 3.760 -3.692 -3.936 0.336
H 2.521 -2.701 -3.142 0.266
H 5.124 -0.492 -5.309 0.287
H 4.660 -1.755 -6.449 0.285
H 5.568 -2.181 -4.981 0.380
C 0.605 -0.551 6.982 0.057
O 0.669 0.337 6.158 -0.518
N 1.628 -1.367 7.308 0.216
C 1.508 -2.382 8.331 -0.938
C 2.896 -1.213 6.610 -0.794
H -0.315 -0.757 7.558 0.263
H 2.231 -2.210 9.131 0.316
H 1.688 -3.374 7.910 0.353
H 0.504 -2.360 8.753 0.284
H 3.278 -0.206 6.738 0.107
H 2.759 -1.388 5.542 0.323
H 3.617 -1.919 7.011 0.359
C 5.615 0.301 9.493 0.089
O 5.436 -0.595 8.690 -0.535
N 4.693 1.210 9.859 0.164
C 4.982 2.249 10.826 -0.936
C 3.367 1.146 9.263 -0.781
H 6.583 0.444 10.006 0.244
H 4.315 2.165 11.687 0.327
H 4.852 3.235 10.378 0.329
H 6.010 2.155 11.170 0.295
H 2.910 0.180 9.477 0.176
H 3.438 1.262 8.184 0.226
H 2.747 1.941 9.668 0.387
C -5.710 1.259 -10.068 0.111
O -5.123 2.318 -9.969 -0.580
N -5.345 0.121 -9.448 0.172
C -6.078 -1.116 -9.614 -0.921
C -4.177 0.141 -8.582 -1.031
H -6.610 1.138 -10.696 0.255
H -6.462 -1.467 -8.654 0.319
H -5.433 -1.891 -10.036 0.316
H -6.917 -0.957 -10.288 0.321
H -4.320 0.850 -7.767 0.300
H -3.297 0.449 -9.148 0.309
H -4.016 -0.852 -8.168 0.408
```

gap between HOMO and LUMO = 2.80 eV
E_LUMO = 1.9 eV
molar mass = 609.8 g mol⁻¹
net charge = -1
HOMO energy = -0.867 eV

***

Most stable structure, least stable structure: 1, 2.

***

--- 1 ---
The following is a DFT calculation (ωB97M-V with the def2-TZVPD basis set) of a 3-piece molecular cluster, C5H15NOS overall.

```
23
Properties=species:S:1:pos:R:3:nbo_charge:R:1
C -1.046 -0.595 1.025 -0.285
N -0.727 -0.652 -0.366 -0.210
C 0.362 0.082 -0.799 -0.259
C 1.707 -0.352 -0.019 -0.555
S 3.076 0.472 -0.715 -0.158
C -2.556 -0.780 1.083 -0.420
C -3.037 0.097 -0.079 -0.505
H -0.869 0.380 1.479 0.194
H -0.486 -1.309 1.643 0.239
H 4.308 -1.300 -2.383 0.013
H 0.584 -0.174 -1.839 0.211
H 0.183 1.154 -0.753 0.249
H 1.801 -1.436 -0.105 0.218
H 1.585 -0.173 1.052 0.220
H 4.747 -1.893 -2.264 -0.024
H -2.823 -1.809 0.827 0.207
H -2.890 -0.644 2.111 0.220
H -3.771 -0.396 -0.702 0.219
H -1.988 -0.059 -0.711 0.242
H -3.347 1.090 0.245 0.219
H 1.397 3.389 0.098 0.462
H 2.306 2.232 0.429 0.480
O 1.486 2.676 0.744 -0.978
```

gap between HOMO and LUMO = 4.81 eV
E_LUMO = -3.1 eV
molar mass = 137.2 g mol⁻¹
net charge = 0
HOMO energy = -7.881 eV

***

--- 2 ---
The following is a DFT calculation (ωB97M-V with the def2-TZVPD basis set) of a 2-piece molecular cluster, C5H15NOS overall.

```
23
Properties=species:S:1:pos:R:3:nbo_charge:R:1
C 0.751 0.660 -0.623 -0.213
N 0.399 0.647 -2.027 -0.634
C -0.639 -0.212 -2.569 -0.216
C -1.932 -0.243 -1.783 -0.533
S -3.227 -1.253 -2.537 -0.045
C -0.155 1.394 0.368 -0.426
C 0.427 1.276 1.788 -0.618
H 0.873 -0.386 -0.307 0.186
H 1.758 1.086 -0.569 0.195
H 0.398 1.570 -2.427 0.360
H -0.266 -1.208 -2.759 0.182
H -0.897 0.251 -3.506 0.200
H -1.777 -0.592 -0.771 0.205
H -2.279 0.790 -1.700 0.215
H -2.477 -1.962 -3.391 0.119
H -1.148 0.955 0.424 0.199
H -0.260 2.419 0.023 0.196
H 0.481 2.209 2.351 0.212
H -0.171 0.611 2.410 0.209
H 1.454 0.900 1.817 0.207
H 3.567 -2.806 5.632 0.467
H 2.333 -3.478 5.072 0.467
O 2.787 -2.629 5.084 -0.934
```

gap between HOMO and LUMO = 9.50 eV
SMILES = CCCNCCS.O
E_LUMO = 0.9 eV
molar mass = 137.2 g mol⁻¹
net charge = 0
HOMO energy = -8.562 eV

***

Most stable structure, least stable structure: 2, 1.